Record 1
C39H111N4O16 | wB97M-V/def2-TZVPD

The calculation puts the calculated total energy at -2975.05512 Ha. The lowest unoccupied orbital energy (alpha / beta) is 0.06 / -1.77 eV. The frontier orbital gap (alpha / beta) comes out at 0.333 / 0.266 hartree. Its spin multiplicity is 2. The calculation puts the maximum force at 6.10 eV/Å.

Last column: Mulliken spin population.
Element x y z (Å)
C (-15.76609, -22.68962, -28.68883)  0.016
C (-15.32730, -23.78858, -27.67674)  0.012
C (-16.47929, -24.78556, -27.45310)  0.027
C (-16.71730, -25.75791, -28.57826)  -0.009
C (-15.44633, -26.65369, -28.76438)  0.000
C (-14.19294, -25.67731, -29.05896)  0.019
N (-14.08124, -24.56801, -28.04660)  0.411
O (-12.87105, -23.74955, -28.28502)  0.503
C (-14.19435, -25.31186, -30.52916)  0.021
C (-13.02348, -26.64898, -28.95838)  0.012
C (-14.98506, -23.22544, -26.31152)  0.004
H (-15.99468, -23.20412, -29.62218)  -0.022
H (-14.96860, -21.95402, -28.79370)  0.007
H (-16.53055, -22.03723, -28.26683)  0.002
H (-17.37779, -24.25239, -27.14243)  0.002
H (-16.20201, -25.37753, -26.58088)  -0.004
H (-16.90716, -25.23398, -29.51503)  -0.001
H (-17.44433, -26.54523, -28.37910)  -0.001
H (-15.72323, -27.43276, -29.47465)  0.004
H (-15.29134, -27.16438, -27.81398)  -0.018
H (-13.33432, -24.69096, -30.78000)  -0.001
H (-15.06912, -24.68256, -30.69306)  -0.003
H (-14.24200, -26.18376, -31.18157)  0.004
H (-12.03959, -26.35842, -29.32667)  -0.004
H (-13.22419, -27.56891, -29.50750)  0.007
H (-12.95686, -26.95962, -27.91571)  -0.002
H (-14.73937, -24.03934, -25.62938)  -0.001
H (-15.82879, -22.64580, -25.93705)  0.001
H (-14.11875, -22.56699, -26.37507)  0.001
C (-20.51166, -28.74918, -31.71526)  0.000
C (-19.20356, -28.10849, -31.13199)  0.000
C (-18.32662, -29.25743, -30.63992)  0.000
O (-18.47638, -27.46985, -32.19277)  0.000
H (-20.44294, -29.52806, -32.47468)  0.000
H (-21.14441, -27.95279, -32.10703)  0.000
H (-21.02884, -29.23006, -30.88496)  0.000
H (-19.32992, -27.34501, -30.36437)  0.000
H (-18.86313, -29.80163, -29.86269)  0.000
H (-17.55444, -28.68743, -30.12327)  0.000
H (-17.88862, -29.90662, -31.39809)  0.000
H (-18.88687, -26.60258, -32.22357)  0.000
C (-17.64098, -28.76891, -24.00312)  0.000
C (-18.30531, -29.16390, -25.33216)  0.000
C (-18.88668, -27.89180, -26.04263)  0.000
O (-17.42946, -29.85837, -26.16978)  0.000
H (-17.69680, -29.63744, -23.34690)  0.000
H (-18.16358, -27.92381, -23.55503)  0.000
H (-16.61248, -28.42970, -24.12650)  0.000
H (-19.13256, -29.83811, -25.11035)  0.000
H (-18.22652, -27.02630, -26.09922)  0.000
H (-19.71848, -27.46343, -25.48343)  0.000
H (-19.36959, -28.09467, -26.99853)  0.000
H (-16.84010, -30.34375, -25.58783)  0.000
C (-21.40573, -26.10271, -28.72568)  0.000
C (-21.77398, -25.12377, -27.61459)  0.000
C (-20.52715, -24.69609, -26.86796)  0.000
O (-22.52497, -23.99579, -28.13590)  0.000
H (-22.19581, -26.23580, -29.46471)  0.000
H (-21.20910, -27.02869, -28.18532)  0.000
H (-20.55273, -25.74563, -29.30270)  0.000
H (-22.47129, -25.64475, -26.95851)  0.000
H (-20.67919, -24.02103, -26.02578)  0.000
H (-19.71707, -24.27270, -27.46177)  0.000
H (-19.91239, -25.43520, -26.35424)  0.000
H (-23.43171, -24.25730, -28.31206)  0.000
C (-11.95793, -29.91065, -31.84336)  0.000
C (-13.05864, -30.97212, -31.95251)  0.000
C (-14.47031, -30.34983, -31.70211)  0.000
O (-13.09680, -31.40881, -33.23144)  0.000
H (-11.79863, -29.37240, -32.77771)  0.000
H (-11.03059, -30.46606, -31.70313)  0.000
H (-12.12879, -29.21205, -31.02431)  0.000
H (-12.91583, -31.78636, -31.24207)  0.000
H (-14.76102, -29.76658, -32.57584)  0.000
H (-14.49033, -29.72754, -30.80742)  0.000
H (-15.18683, -31.14915, -31.51291)  0.000
H (-12.79964, -32.30547, -33.40261)  0.000
C (-18.61865, -23.30668, -31.27389)  0.000
C (-19.57604, -22.40747, -30.44422)  0.000
C (-18.98471, -21.00758, -30.46739)  0.000
O (-20.73455, -22.37348, -31.17130)  0.000
H (-19.11347, -24.27447, -31.35544)  0.000
H (-17.65834, -23.51140, -30.80060)  0.001
H (-18.44669, -22.86219, -32.25416)  0.000
H (-19.68997, -22.69212, -29.39822)  0.000
H (-18.88554, -20.58180, -31.46588)  0.000
H (-17.99392, -20.98457, -30.01361)  0.000
H (-19.62767, -20.35064, -29.88161)  0.000
H (-21.34863, -21.75153, -30.77422)  0.000
C (-13.54496, -30.80901, -27.74155)  0.000
C (-12.12948, -31.47079, -27.39021)  0.000
C (-11.00408, -31.14948, -28.37290)  0.000
O (-11.58740, -30.97177, -26.11594)  0.000
H (-14.30631, -31.22867, -27.08404)  0.000
H (-13.77175, -30.95720, -28.79736)  0.000
H (-13.45317, -29.73320, -27.59213)  0.000
H (-12.29390, -32.53606, -27.22820)  0.000
H (-10.16235, -31.80997, -28.16468)  0.000
H (-10.79792, -30.10472, -28.60542)  0.000
H (-11.36112, -31.49088, -29.34453)  0.000
H (-12.07228, -31.28003, -25.34688)  0.000
O (-10.61928, -24.25572, -29.90148)  0.000
H (-10.72964, -25.18347, -30.10961)  0.002
H (-11.39741, -24.02989, -29.39181)  -0.002
O (-12.30434, -21.55256, -30.27918)  0.009
H (-12.89776, -22.00299, -29.67816)  -0.006
H (-12.16837, -22.17494, -30.99358)  -0.001
O (-11.64016, -23.73237, -25.55375)  0.003
H (-11.71529, -24.49168, -24.97578)  0.001
H (-12.05784, -24.00930, -26.36928)  0.005
O (-12.34470, -20.32830, -27.43662)  0.000
H (-12.95367, -19.71622, -27.02342)  0.000
H (-12.27316, -21.05233, -26.81463)  0.000
O (-12.97353, -21.83884, -23.61509)  0.000
H (-12.61065, -22.17937, -24.43276)  0.000
H (-13.49488, -22.56110, -23.26472)  0.000
O (-9.93500, -21.77702, -28.41633)  0.000
H (-9.09536, -21.97401, -28.00108)  0.000
H (-10.32012, -22.63439, -28.59755)  0.000
C (-12.41150, -21.76008, -34.56661)  0.000
C (-12.29288, -22.81172, -33.43817)  0.000
C (-12.46408, -24.31342, -33.86112)  0.000
O (-12.16327, -25.17674, -32.75842)  0.000
C (-12.42805, -26.52976, -33.14745)  0.000
N (-10.99682, -22.69333, -32.77556)  0.000
H (-12.41234, -20.71757, -34.24838)  0.000
H (-13.28924, -21.93210, -35.18958)  0.000
H (-11.56227, -21.94691, -35.22387)  0.000
H (-13.03897, -22.45574, -32.72772)  0.000
H (-11.79329, -24.49678, -34.70048)  0.000
H (-13.51593, -24.31838, -34.14696)  0.000
H (-13.49853, -26.67371, -33.29386)  0.000
H (-11.98582, -27.17324, -32.38688)  0.000
H (-11.91195, -26.76899, -34.07723)  0.000
H (-10.26081, -22.90985, -33.43246)  0.000
H (-10.97125, -23.59867, -32.32859)  0.000
C (-17.76276, -24.90100, -36.29898)  0.000
C (-16.47554, -24.94840, -35.35138)  0.000
C (-16.41765, -23.95381, -34.18918)  -0.001
O (-16.00724, -22.65427, -34.61423)  0.000
C (-15.67322, -21.74087, -33.45834)  0.000
N (-16.47789, -26.25157, -34.77756)  0.000
H (-17.77367, -25.61310, -37.12414)  0.000
H (-18.00457, -23.94791, -36.76937)  0.000
H (-18.57134, -25.19234, -35.62861)  0.000
H (-15.59713, -24.92697, -35.99640)  0.000
H (-15.66925, -24.24045, -33.45037)  0.001
H (-17.23678, -23.98031, -33.47055)  0.000
H (-15.09213, -20.93223, -33.90167)  0.000
H (-15.15350, -22.19367, -32.61398)  0.000
H (-16.55305, -21.21446, -33.08836)  0.000
H (-15.74287, -26.21287, -34.08594)  0.000
H (-17.33573, -26.32103, -34.24897)  0.000
C (-16.70278, -19.70236, -24.13365)  0.000
C (-16.17425, -18.46627, -23.31448)  0.000
C (-15.28167, -18.88808, -22.02179)  0.000
O (-15.99118, -19.66500, -21.05919)  0.000
C (-17.11292, -19.06321, -20.38847)  0.000
N (-15.21221, -17.75374, -24.14453)  0.000
H (-17.32896, -20.40145, -23.57932)  0.000
H (-15.93690, -20.42526, -24.41458)  0.000
H (-17.27646, -19.44501, -25.02402)  0.000
H (-16.94292, -17.83692, -22.86595)  0.000
H (-14.85556, -18.01033, -21.53590)  0.000
H (-14.37565, -19.41265, -22.32521)  0.000
H (-17.46279, -19.75857, -19.62546)  0.000
H (-17.86154, -18.76024, -21.12050)  0.000
H (-16.82852, -18.22479, -19.75265)  0.000
H (-15.08844, -16.80346, -23.82555)  0.000
H (-14.30971, -18.12974, -23.89118)  0.000



Record 2
C39H112O17 | wB97M-V/def2-TZVPD

The value obtained for the energy relative to the best compared isomer or geometry (same formula, charge and spin) is 2.034 eV. The calculation puts the calculated total energy at -2832.06128 Ha. The lowest unoccupied orbital energy is 0.25 eV. The frontier orbital gap comes out at 0.346 hartree. The calculation puts the maximum force at 3.42 eV/Å.

Last column: Löwdin charge in e.
Element x y z (Å)
C (1.93452, -1.68717, -0.57842)  -0.109
O (0.77838, -2.07203, -1.39668)  -0.151
H (1.83393, -0.65554, -0.24122)  0.060
H (2.06471, -2.32627, 0.29491)  0.066
H (2.88170, -1.64768, -1.11638)  0.076
H (0.92313, -1.76797, -2.29567)  0.010
C (0.62859, -0.28112, 3.00908)  -0.136
O (-0.25847, 0.61313, 2.40389)  -0.142
H (1.04294, -0.98894, 2.29117)  0.075
H (1.42366, 0.24604, 3.53640)  0.060
H (0.10915, -0.79024, 3.82093)  0.083
H (-0.77586, 1.00571, 3.11084)  0.027
C (-1.99594, 1.09591, 5.32346)  -0.113
O (-1.84137, 1.95238, 4.18370)  -0.139
H (-2.44047, 0.13770, 5.05450)  0.084
H (-1.00616, 0.88353, 5.72756)  0.087
H (-2.67998, 1.54778, 6.04181)  0.084
H (-2.71225, 2.08519, 3.80222)  0.085
C (3.93550, -0.99467, 3.51841)  -0.033
C (5.41003, -1.21774, 3.89380)  -0.516
C (6.24556, -0.02788, 3.77130)  -0.079
O (5.55848, -1.72122, 5.22156)  -0.057
H (3.59304, -0.15824, 4.12768)  0.080
H (3.28002, -1.85808, 3.63225)  0.048
H (3.91347, -0.77053, 2.45194)  0.080
H (5.87729, -2.01203, 3.31166)  0.129
H (6.34659, 0.29305, 2.73453)  0.083
H (7.28111, -0.21115, 4.05791)  0.087
H (5.81691, 0.78721, 4.35437)  0.090
H (6.48914, -1.74936, 5.45537)  0.084
C (-4.30034, 0.17386, 1.00416)  -0.043
C (-4.06810, 1.24729, -0.07121)  -0.436
C (-3.37487, 2.48624, 0.56658)  -0.041
O (-3.24927, 0.67201, -1.08862)  -0.075
H (-3.35334, -0.20917, 1.38440)  0.070
H (-4.68275, -0.78922, 0.66601)  0.072
H (-4.95834, 0.57547, 1.77478)  0.080
H (-4.98698, 1.65009, -0.49725)  0.129
H (-3.95423, 2.99948, 1.33406)  0.080
H (-3.05348, 3.13933, -0.24478)  0.073
H (-2.49510, 2.19194, 1.13883)  0.054
H (-2.37259, 0.75876, -0.70719)  0.039
C (-1.93667, 5.57840, 3.33652)  -0.059
C (-3.05185, 5.73000, 4.45120)  -0.422
C (-3.12145, 7.17157, 5.00416)  -0.065
O (-4.33266, 5.46768, 3.81791)  -0.080
H (-2.05918, 6.14649, 2.41437)  0.075
H (-1.77423, 4.52202, 3.12257)  0.048
H (-0.93142, 5.81569, 3.68478)  0.069
H (-2.79026, 5.04317, 5.25614)  0.129
H (-3.78258, 7.23763, 5.86825)  0.076
H (-3.39470, 7.92565, 4.26605)  0.078
H (-2.09176, 7.37839, 5.29584)  0.071
H (-4.43914, 6.05545, 3.06638)  0.078
C (5.08485, 3.81992, 2.59138)  -0.050
C (3.82708, 3.79154, 1.74128)  -0.463
C (2.79834, 2.62712, 2.04683)  -0.027
O (3.15887, 5.00969, 1.98351)  -0.070
H (5.78480, 2.99398, 2.46491)  0.066
H (4.76208, 3.87508, 3.63104)  0.081
H (5.71652, 4.68475, 2.38852)  0.082
H (4.02285, 3.80907, 0.66915)  0.121
H (3.26534, 1.66872, 1.81993)  0.060
H (1.84228, 2.67031, 1.52513)  0.057
H (2.62359, 2.65992, 3.12223)  0.077
H (2.83046, 5.04158, 2.88502)  0.089
C (-5.42186, 1.07994, -3.86384)  -0.027
C (-4.33394, 2.16491, -4.10657)  -0.448
C (-4.46763, 3.57370, -3.41344)  -0.025
O (-3.14557, 1.56819, -3.68142)  -0.089
H (-5.31622, 0.35483, -4.67079)  0.077
H (-6.46202, 1.39280, -3.95472)  0.071
H (-5.26396, 0.68050, -2.86202)  0.068
H (-4.24587, 2.36566, -5.17430)  0.121
H (-4.41836, 3.50875, -2.32649)  0.054
H (-5.45350, 3.98649, -3.62738)  0.072
H (-3.61894, 4.17485, -3.73967)  0.073
H (-3.25673, 1.29260, -2.76857)  0.035
C (4.04559, -4.70413, 4.29027)  -0.050
C (2.57535, -5.20784, 4.01456)  -0.452
C (1.76830, -4.14621, 3.30560)  -0.083
O (2.71540, -6.26472, 3.10038)  -0.059
H (4.58663, -5.45618, 4.86454)  0.074
H (3.96248, -3.86398, 4.97971)  0.064
H (4.69726, -4.46965, 3.44857)  0.078
H (2.04185, -5.47535, 4.92665)  0.143
H (1.41579, -3.36192, 3.97547)  0.076
H (0.90759, -4.67072, 2.89067)  0.068
H (2.31662, -3.71956, 2.46572)  0.066
H (3.41180, -6.06456, 2.47066)  0.085
C (-4.79052, -4.35645, 1.95506)  -0.063
C (-3.75773, -4.52393, 0.86968)  -0.521
C (-2.31446, -4.31548, 1.33678)  -0.038
O (-3.91612, -5.84536, 0.39975)  -0.042
H (-4.61761, -5.09622, 2.73670)  0.083
H (-5.80931, -4.41554, 1.57207)  0.080
H (-4.66822, -3.34160, 2.33350)  0.067
H (-4.03041, -3.80061, 0.10121)  0.118
H (-1.95152, -4.98257, 2.11867)  0.083
H (-2.21240, -3.25937, 1.58639)  0.071
H (-1.64191, -4.46355, 0.49188)  0.047
H (-3.51285, -5.69951, -0.45915)  0.047
C (0.05764, 4.44391, 0.34698)  -0.034
C (0.72181, 4.16554, -1.03863)  -0.488
C (-0.19820, 3.93600, -2.22346)  -0.038
O (1.60889, 5.16785, -1.45805)  -0.048
H (-0.50895, 3.56512, 0.65490)  0.061
H (-0.56143, 5.34094, 0.33281)  0.079
H (0.78266, 4.55124, 1.15379)  0.046
H (1.37240, 3.29996, -0.91374)  0.117
H (-0.90446, 4.75442, -2.36305)  0.083
H (-0.83259, 3.06422, -2.06333)  0.069
H (0.38875, 3.73212, -3.11901)  0.075
H (2.18624, 5.30702, -0.70380)  0.073
C (0.52699, 0.65846, -6.47435)  -0.064
C (-0.89244, 0.96805, -5.91492)  -0.429
C (-1.92627, 0.87009, -7.13236)  -0.035
O (-1.19365, -0.05811, -5.01289)  -0.073
H (0.71663, 1.20241, -7.39970)  0.074
H (0.73293, -0.36915, -6.77384)  0.087
H (1.29436, 0.99590, -5.77765)  0.057
H (-0.75608, 1.93730, -5.43529)  0.132
H (-1.77353, 0.02559, -7.80437)  0.073
H (-1.76132, 1.64058, -7.88550)  0.063
H (-2.96744, 0.94859, -6.81948)  0.057
H (-1.92211, 0.22708, -4.45648)  0.059
C (2.15448, -5.32032, -1.90091)  -0.044
C (0.84094, -5.74295, -1.25660)  -0.454
C (0.93839, -6.03895, 0.24379)  -0.052
O (-0.18835, -4.79791, -1.46395)  -0.071
H (2.85565, -6.15375, -1.94388)  0.080
H (2.63347, -4.43375, -1.48539)  0.064
H (1.99662, -4.98132, -2.92476)  0.080
H (0.55071, -6.72228, -1.63712)  0.139
H (1.65267, -6.81908, 0.50702)  0.079
H (-0.01768, -6.37629, 0.64408)  0.081
H (1.17532, -5.15716, 0.83910)  0.047
H (0.06953, -3.93147, -1.14088)  0.059
C (5.11199, 1.47366, -4.17166)  -0.051
C (4.15128, 0.99744, -3.09090)  -0.493
C (4.54492, 1.54703, -1.68751)  -0.041
O (2.90425, 1.51561, -3.40251)  -0.067
H (5.18433, 2.56027, -4.12528)  0.082
H (4.70244, 1.31410, -5.16910)  0.083
H (6.07358, 0.97415, -4.05363)  0.085
H (4.10777, -0.09137, -3.11711)  0.137
H (3.72239, 1.31166, -1.01211)  0.061
H (4.68393, 2.62603, -1.62013)  0.075
H (5.45009, 1.08126, -1.29787)  0.077
H (3.05562, 2.45983, -3.48703)  0.100
C (-2.82629, -2.56673, -2.68058)  -0.037
C (-3.13367, -3.95665, -3.23107)  -0.483
C (-2.15304, -4.31070, -4.31415)  -0.046
O (-2.93721, -4.76590, -2.13429)  -0.068
H (-1.76241, -2.32958, -2.67988)  0.069
H (-3.17999, -2.32936, -1.67726)  0.073
H (-3.11534, -1.79950, -3.39887)  0.069
H (-4.17889, -4.04924, -3.52609)  0.143
H (-2.33164, -3.74033, -5.22567)  0.082
H (-2.23183, -5.37937, -4.51377)  0.088
H (-1.13248, -3.99267, -4.10104)  0.078
H (-1.99071, -4.92462, -2.11111)  0.054
O (-0.62935, 0.21411, -0.22143)  -0.038
H (-0.71592, 0.39545, 0.71444)  -0.010
H (-0.22787, -0.65390, -0.26155)  0.009
O (1.15600, -0.83586, -3.63770)  -0.019
H (1.68694, -0.05767, -3.46815)  0.020
H (0.52246, -0.55495, -4.29797)  0.011